(1)
{
  "formula": "C5H12N",
  "method": "ωB97M-V with the def2-TZVPD basis set",
  "largest_force_ev_per_a": 0.8,
  "charge": 1,
  "lumo_ev": -3.630,
  "orbital_gap_ev": 9.785,
  "homo_energy_ev": -13.4,
  "total_energy_ev": -6862.47674,
  "species": ["C", "C", "C", "C", "C", "N", "H", "H", "H", "H", "H", "H", "H", "H", "H", "H", "H", "H"],
  "positions_angstrom": [[-0.48, 1.99, -2.20], [-0.04, 1.00, -1.45], [-0.28, 0.76, 0.02], [-0.14, -0.71, 0.36], [1.27, -1.27, 0.32], [-0.65, -0.90, 1.82], [-0.28, 1.96, -3.26], [-1.00, 2.83, -1.75], [0.61, 0.25, -1.90], [0.43, 1.32, 0.65], [-1.26, 1.15, 0.29], [-0.81, -1.31, -0.25], [2.03, -0.59, 0.72], [1.33, -2.19, 0.90], [1.54, -1.47, -0.71], [-1.31, -0.17, 2.09], [0.15, -0.85, 2.46], [-1.09, -1.81, 1.89]]
}


(2)
{
  "formula": "C5H12N",
  "method": "ωB97M-V with the def2-TZVPD basis set",
  "largest_force_ev_per_a": 4.3,
  "charge": 1,
  "lumo_ev": -4.022,
  "orbital_gap_ev": 10.801,
  "homo_energy_ev": -14.8,
  "total_energy_ev": -6860.99366,
  "species": ["C", "C", "C", "C", "C", "N", "H", "H", "H", "H", "H", "H", "H", "H", "H", "H", "H", "H"],
  "positions_angstrom": [[-2.25, -0.23, 0.02], [-1.09, -0.12, 0.71], [0.17, 0.21, 0.15], [0.14, 0.64, -1.35], [1.21, 0.85, 1.05], [0.89, -1.44, -0.13], [-3.05, -0.38, 0.71], [-2.60, -0.18, -1.05], [-1.21, -0.17, 1.79], [1.16, 0.77, -1.77], [-0.36, 1.60, -1.51], [-0.18, -0.19, -2.05], [1.45, 0.30, 2.00], [0.73, 1.82, 1.13], [2.28, 1.01, 0.71], [1.83, -1.22, -0.35], [0.22, -1.56, -0.84], [0.67, -1.74, 0.80]]
}


(3)
{
  "formula": "C5H12N",
  "method": "ωB97M-V with the def2-TZVPD basis set",
  "largest_force_ev_per_a": 15.5,
  "charge": 1,
  "s2": 2.010,
  "multiplicity": 3,
  "lumo_ev": [-3.624, -6.202],
  "orbital_gap_ev": [5.289, 8.079],
  "homo_energy_ev": [-8.9, -14.3],
  "total_energy_ev": -6855.31579,
  "species": ["C", "C", "C", "C", "C", "N", "H", "H", "H", "H", "H", "H", "H", "H", "H", "H", "H", "H"],
  "positions_angstrom": [[-1.70, -0.20, -0.41], [-0.72, 0.34, 0.25], [-3.10, 0.03, 0.01], [1.86, 1.15, -0.26], [1.06, -0.08, -0.36], [1.73, -1.18, 0.46], [-1.50, -0.88, -1.26], [-0.48, 1.08, 1.06], [-3.14, 0.97, 0.57], [-3.06, -0.82, 0.65], [-3.78, -0.03, -0.89], [2.78, 1.00, -0.83], [1.11, 2.05, -0.54], [2.05, 1.52, 0.73], [0.78, -0.38, -1.39], [2.06, -0.74, 1.38], [2.64, -1.56, 0.05], [1.19, -1.99, 0.71]]
}


(4)
{
  "formula": "C5H12N2",
  "method": "ωB97M-V with the def2-TZVPD basis set",
  "largest_force_ev_per_a": 1.2,
  "charge": -1,
  "s2": 0.754,
  "multiplicity": 2,
  "lumo_ev": [4.357, 4.147],
  "orbital_gap_ev": [2.758, 6.494],
  "homo_energy_ev": [1.6, -2.3],
  "total_energy_ev": -8356.59546,
  "species": ["C", "C", "C", "C", "N", "C", "N", "H", "H", "H", "H", "H", "H", "H", "H", "H", "H", "H", "H"],
  "positions_angstrom": [[1.55, 1.26, 0.51], [0.47, 1.82, -0.41], [-0.69, 0.88, -0.63], [-0.83, -0.38, -0.11], [-1.60, -1.42, -0.75], [-1.06, -2.75, -0.56], [1.20, 1.42, 1.90], [1.73, 0.22, 0.22], [2.48, 1.79, 0.25], [0.13, 2.75, 0.07], [0.93, 2.13, -1.37], [-1.51, 1.26, -1.25], [-0.28, -0.75, 0.77], [-1.65, -1.20, -1.74], [-1.90, -3.45, -0.54], [-0.37, -3.01, -1.36], [-0.57, -2.79, 0.40], [1.74, 0.81, 2.50], [0.22, 1.41, 2.10]]
}


(5)
{
  "formula": "C5H12N2",
  "method": "ωB97M-V with the def2-TZVPD basis set",
  "largest_force_ev_per_a": 4.4,
  "charge": -1,
  "s2": 0.753,
  "multiplicity": 2,
  "lumo_ev": [4.215, 4.135],
  "orbital_gap_ev": [3.434, 7.580],
  "homo_energy_ev": [0.8, -3.4],
  "total_energy_ev": -8355.69720,
  "species": ["C", "C", "C", "C", "N", "C", "N", "H", "H", "H", "H", "H", "H", "H", "H", "H", "H", "H", "H"],
  "positions_angstrom": [[0.99, -0.39, -1.22], [-0.43, 0.03, -1.56], [-1.76, -0.55, -0.35], [-2.12, -0.07, 0.88], [1.16, -0.96, 0.16], [1.44, 0.02, 1.21], [0.83, 1.36, 1.14], [1.71, 0.43, -1.31], [1.32, -1.16, -1.92], [-0.76, 1.07, -1.44], [-0.87, -0.50, -2.39], [-2.21, -1.29, -0.98], [-3.16, -0.14, 1.22], [-1.43, 0.42, 1.54], [0.25, -1.37, 0.35], [2.53, 0.17, 1.22], [1.09, -0.41, 2.14], [1.45, 2.02, 0.67], [-0.05, 1.34, 0.63]]
}


(6)
{
  "formula": "C5H12N2",
  "method": "ωB97M-V with the def2-TZVPD basis set",
  "largest_force_ev_per_a": 5.5,
  "lumo_ev": -3.043,
  "orbital_gap_ev": 3.818,
  "homo_energy_ev": -6.9,
  "total_energy_ev": -8351.66085,
  "species": ["C", "C", "C", "C", "N", "C", "N", "H", "H", "H", "H", "H", "H", "H", "H", "H", "H", "H", "H"],
  "positions_angstrom": [[-1.66, 0.00, -0.42], [-0.61, -0.12, 0.59], [0.81, -0.50, 0.10], [1.64, 0.73, -0.35], [2.40, 1.35, 0.64], [0.72, -1.76, -0.78], [-3.01, 0.42, 0.30], [-1.52, 0.88, -1.09], [-0.08, -1.55, -1.49], [-0.51, 0.52, 1.47], [-1.03, -1.10, 0.96], [0.82, 1.38, -0.75], [2.22, 0.41, -1.25], [2.17, 0.95, 1.55], [1.25, -0.73, 1.08], [1.59, -1.82, -1.45], [0.62, -2.59, -0.11], [-3.73, -0.14, -0.15], [-3.02, 1.27, -0.26]]
}


(7)
{
  "formula": "C5H12N2",
  "method": "ωB97M-V with the def2-TZVPD basis set",
  "largest_force_ev_per_a": 2.8,
  "lumo_ev": 0.998,
  "orbital_gap_ev": 9.622,
  "homo_energy_ev": -8.6,
  "total_energy_ev": -8358.54956,
  "species": ["C", "C", "C", "C", "N", "N", "C", "H", "H", "H", "H", "H", "H", "H", "H", "H", "H", "H", "H"],
  "positions_angstrom": [[1.22, -0.22, -1.91], [0.40, -0.13, -0.88], [0.26, 1.14, -0.03], [0.14, 0.93, 1.44], [1.11, -0.16, 1.90], [-0.47, -1.22, -0.52], [-1.89, -1.00, -0.75], [1.89, 0.58, -2.17], [1.30, -1.15, -2.46], [1.19, 1.70, -0.20], [-0.64, 1.61, -0.44], [-0.84, 0.54, 1.75], [0.29, 1.77, 2.12], [1.98, 0.09, 1.46], [1.15, -0.12, 2.90], [-0.34, -1.41, 0.47], [-2.41, -1.95, -0.63], [-2.32, -0.15, -0.22], [-2.03, -0.85, -1.83]]
}


(8)
{
  "formula": "C5H12N2",
  "method": "ωB97M-V with the def2-TZVPD basis set",
  "largest_force_ev_per_a": 5.9,
  "lumo_ev": 1.007,
  "orbital_gap_ev": 9.794,
  "homo_energy_ev": -8.8,
  "total_energy_ev": -8357.42983,
  "species": ["H", "N", "C", "N", "C", "C", "C", "C", "H", "H", "H", "H", "H", "H", "H", "H", "H", "H", "H"],
  "positions_angstrom": [[1.07, 1.79, 3.04], [0.56, 0.98, 3.35], [0.26, -0.05, 2.53], [0.60, -0.01, 1.19], [-0.35, -0.42, 0.14], [-0.25, 0.59, -1.04], [0.28, -0.12, -2.29], [-0.90, -0.94, -3.04], [-0.25, -0.91, 3.00], [0.89, 0.85, 0.84], [-1.38, -0.31, 0.46], [-0.24, -1.47, -0.13], [-1.27, 1.14, -1.15], [0.41, 1.51, -0.65], [0.82, 0.52, -2.93], [1.12, -0.89, -2.20], [-1.64, -1.05, -2.29], [-1.46, -0.58, -3.94], [-0.40, -1.79, -3.60]]
}


(9)
{
  "formula": "C5H12N2",
  "method": "ωB97M-V with the def2-TZVPD basis set",
  "largest_force_ev_per_a": 1.6,
  "lumo_ev": 1.012,
  "orbital_gap_ev": 8.862,
  "homo_energy_ev": -7.8,
  "total_energy_ev": -8358.89785,
  "species": ["C", "C", "C", "N", "C", "C", "N", "H", "H", "H", "H", "H", "H", "H", "H", "H", "H", "H", "H"],
  "positions_angstrom": [[-1.36, -1.38, -0.08], [-0.57, -0.23, 0.47], [-1.23, 0.90, 0.80], [-2.52, 1.20, 0.32], [0.92, -0.27, 0.47], [1.61, 0.43, -0.73], [3.05, 0.14, -0.72], [-0.76, -2.19, -0.50], [-1.91, -1.84, 0.75], [-2.08, -1.13, -0.86], [-0.73, 1.65, 1.40], [-2.90, 2.06, 0.70], [-3.23, 0.52, 0.57], [1.31, 0.27, 1.34], [1.20, -1.32, 0.42], [1.47, 1.48, -0.50], [1.10, 0.21, -1.67], [3.16, -0.86, -0.57], [3.46, 0.37, -1.61]]
}


(10)
{
  "formula": "C5H12N2",
  "method": "ωB97M-V with the def2-TZVPD basis set",
  "largest_force_ev_per_a": 4.1,
  "lumo_ev": 0.863,
  "orbital_gap_ev": 9.508,
  "homo_energy_ev": -8.6,
  "total_energy_ev": -8357.28728,
  "species": ["C", "N", "C", "C", "C", "C", "N", "H", "H", "H", "H", "H", "H", "H", "H", "H", "H", "H", "H"],
  "positions_angstrom": [[1.79, 0.49, -2.38], [1.05, 0.67, -1.34], [1.36, 0.60, 0.09], [0.54, -0.26, 1.01], [-0.85, -0.42, 0.33], [-1.87, -1.06, 1.29], [-1.38, 0.90, -0.11], [2.54, -0.33, -2.26], [1.36, 0.77, -3.37], [1.35, 1.62, 0.43], [2.43, 0.23, 0.22], [0.43, 0.05, 2.02], [0.86, -1.22, 1.17], [-0.68, -1.05, -0.53], [-2.84, -1.15, 0.78], [-2.19, -0.22, 2.09], [-1.52, -1.86, 1.98], [-1.79, 0.82, -0.99], [-0.58, 1.44, -0.41]]
}